Entry 1:
A structure of composition C18H28CuN4O5V at a distorted geometry. Source: the Open Molecules 2025 dataset; level of theory: ωB97M-V/def2-TZVPD.

## Properties
HOMO level (spin up / spin down) ... -14.79 / -14.79 eV
Net charge ... +2
Energy relative to the best compared isomer or geometry (same formula, charge and spin) ... 4.0050 eV
Lowest unoccupied orbital energy (spin up / spin down) ... -11.5 / -11.4 eV

XYZ file:
```
57
C18H28CuN4O5V | the Open Molecules 2025 dataset | ωB97M-V/def2-TZVPD
N 0.560 1.652 0.676
C -0.322 2.443 1.756
O 0.376 3.155 2.491
Cu 1.913 2.789 0.038
V 0.113 0.147 0.014
N 1.496 -0.965 0.576
N 0.168 0.422 -1.816
C 2.303 -0.811 1.824
C -0.926 1.216 -2.490
C 3.071 0.518 1.776
C 3.306 -1.949 2.027
C 1.430 -0.827 3.089
C -0.470 1.956 -3.751
C -2.119 0.296 -2.808
C -1.441 2.255 -1.482
H 3.733 0.551 0.902
H 3.684 0.626 2.690
H 2.399 1.394 1.735
H 2.802 -2.919 2.131
H 3.866 -1.769 2.956
H 4.030 -1.995 1.202
H 0.695 -0.012 3.119
H 2.091 -0.725 3.968
H 0.869 -1.776 3.170
H 0.302 2.707 -3.509
H -1.351 2.481 -4.173
H -0.072 1.262 -4.519
H -1.834 -0.523 -3.480
H -2.926 0.869 -3.291
H -2.534 -0.149 -1.890
H -1.932 1.773 -0.622
H -2.168 2.921 -1.980
H -0.623 2.866 -1.065
C 1.367 0.010 -2.576
H 2.154 -0.219 -1.821
H 1.181 -0.914 -3.195
H 1.736 0.810 -3.264
C 1.466 -2.290 -0.101
H 1.378 -3.129 0.616
H 0.576 -2.387 -0.749
H 2.371 -2.466 -0.760
O -1.322 -0.155 2.407
C -2.082 -0.415 1.447
O -1.731 -0.338 0.182
C -3.507 -0.866 1.687
C -4.359 -1.341 0.673
C -5.683 -1.684 0.938
C -6.181 -1.531 2.261
C -5.350 -1.053 3.294
C -4.037 -0.713 2.976
N -7.512 -1.947 2.541
O -8.218 -2.390 1.602
O -7.964 -1.869 3.702
H -3.980 -1.441 -0.347
H -6.337 -2.073 0.159
H -5.755 -0.971 4.303
H -3.420 -0.310 3.779
```

Entry 2:
A structure of composition C18H28CuN8O9P2S at a distorted geometry. Source: the Open Molecules 2025 dataset; level of theory: ωB97M-V/def2-TZVPD.

## Properties
HOMO level ... -4.60 eV
Net charge ... -1
Energy relative to the best compared isomer or geometry (same formula, charge and spin) ... 1.2024 eV
Lowest unoccupied orbital energy ... 2.6 eV

XYZ file:
```
67
C18H28CuN8O9P2S | the Open Molecules 2025 dataset | ωB97M-V/def2-TZVPD
Cu 0.538 -0.098 -0.090
C 3.795 3.273 -0.798
C 2.895 2.188 -1.342
O 3.268 1.780 -2.642
P 2.963 0.662 -0.331
O 4.511 0.235 -0.283
O 2.768 0.975 1.202
O 2.181 -0.445 -0.929
P 1.113 2.731 -1.212
O 0.478 1.779 -2.375
O 0.962 4.152 -1.565
O 0.678 2.228 0.150
H 4.839 2.958 -0.793
H 3.474 3.501 0.218
H 3.676 4.169 -1.405
H 2.437 1.632 -3.120
H 4.740 -0.152 -1.130
H 1.915 1.465 1.226
H 0.061 0.993 -1.989
N -2.630 6.083 -0.092
C -2.744 4.703 -0.236
C -3.354 3.929 0.752
C -3.445 2.556 0.609
C -2.939 1.957 -0.529
C -2.395 2.720 -1.545
C -2.307 4.090 -1.410
S -2.706 0.191 -0.618
O -3.801 -0.518 0.004
O -2.453 -0.169 -1.996
N -1.311 -0.060 0.160
C -1.197 0.084 1.451
N -2.219 0.493 2.226
C -1.994 0.626 3.511
C -0.775 0.331 4.110
C 0.225 -0.083 3.244
N 0.032 -0.204 1.950
H -2.596 6.400 0.867
H -1.892 6.479 -0.658
H -3.722 4.411 1.649
H -3.876 1.933 1.374
H -2.044 2.222 -2.432
H -1.845 4.686 -2.181
H -2.834 0.996 4.092
H -0.615 0.436 5.171
H 1.225 -0.323 3.594
C -0.948 -3.046 0.277
N 0.327 -2.534 -0.216
C 1.401 -3.074 0.607
N 1.419 -4.539 0.579
C 0.120 -5.009 1.050
N -0.982 -4.510 0.239
C -0.765 -4.931 -1.139
N 0.508 -4.454 -1.670
C 0.507 -2.990 -1.591
C 1.573 -4.955 -0.811
H -1.758 -2.639 -0.332
H -1.092 -2.711 1.307
H 1.261 -2.733 1.636
H 2.355 -2.696 0.233
H -0.023 -4.675 2.082
H 0.112 -6.104 1.025
H -1.576 -4.538 -1.757
H -0.776 -6.026 -1.179
H -0.309 -2.593 -2.200
H 1.459 -2.607 -1.965
H 2.532 -4.582 -1.182
H 1.575 -6.051 -0.851
```

Entry 3:
A structure of composition C18H28F3NO12SV at a distorted geometry. Source: the Open Molecules 2025 dataset; level of theory: ωB97M-V/def2-TZVPD.

## Properties
2S+1 ... 4
HOMO level (spin up / spin down) ... -5.88 / -8.19 eV
Net charge ... 0
Lowest unoccupied orbital energy (spin up / spin down) ... 0.0 / 0.0 eV

XYZ file:
```
64
C18H28F3NO12SV | the Open Molecules 2025 dataset | ωB97M-V/def2-TZVPD
V -0.896 -0.049 -0.051
C -4.491 -2.149 0.231
C -3.263 -1.256 0.344
O -2.245 -1.679 0.929
O -3.137 -0.246 -0.356
H -4.242 -2.851 -0.564
H -5.404 -1.572 0.087
H -4.604 -2.772 1.118
C -2.897 -0.540 -3.919
F -3.003 -0.818 -5.250
F -4.080 0.051 -3.632
F -2.814 -1.640 -3.198
S -1.353 0.600 -3.584
O -1.242 0.578 -2.111
O -0.216 -0.035 -4.244
O -1.665 1.930 -4.122
C 1.082 -2.775 2.128
C 0.729 -1.362 2.523
O 0.261 -0.614 1.675
N 1.003 -0.836 3.720
C 1.789 -1.440 4.759
H 0.376 -3.057 1.347
H 0.882 -3.397 3.000
H 2.120 -2.869 1.809
H 0.707 0.126 3.808
H 1.933 -0.757 5.596
H 2.795 -1.724 4.450
H 1.262 -2.335 5.089
O -1.362 1.743 1.192
C -2.144 2.687 1.500
O -3.159 2.498 2.312
C -3.903 3.713 2.541
C -2.907 4.772 2.161
C -2.087 4.156 1.101
H -4.103 3.778 3.611
H -4.855 3.800 2.018
H -2.282 5.204 2.942
H -3.449 5.588 1.682
H -1.082 4.571 1.030
H -2.686 4.212 0.192
O 1.032 1.079 -0.396
C 2.178 1.422 -0.080
O 2.820 2.459 -0.538
C 4.151 2.577 -0.156
C 4.481 1.265 0.496
C 3.110 0.642 0.854
H 4.296 3.478 0.440
H 4.650 2.785 -1.102
H 5.061 1.494 1.390
H 5.081 0.600 -0.125
H 2.807 0.841 1.882
H 3.007 -0.424 0.650
O 0.219 -1.555 -1.270
C 1.055 -2.014 -2.119
O 2.348 -1.669 -2.079
C 3.096 -2.431 -2.937
C 2.104 -2.953 -3.910
C 0.793 -2.994 -3.263
H 3.585 -3.225 -2.373
H 3.816 -1.819 -3.481
H 2.425 -3.917 -4.304
H 2.063 -2.284 -4.770
H 0.484 -3.921 -2.779
H -0.032 -2.669 -3.896
```

Entry 4:
An isolated molecule of C18H28N2O3S at a distorted geometry. Source: the Open Molecules 2025 dataset; level of theory: ωB97M-V/def2-TZVPD.

## Properties
HOMO level ... -9.55 eV
Net charge ... 0
Energy relative to the best compared isomer or geometry (same formula, charge and spin) ... 0.4816 eV
Lowest unoccupied orbital energy ... 0.5 eV
Structure (SMILES) ... CCN(CC)S(=O)(=O)c1cccc(C(=O)NCC2CCCCC2)c1

XYZ file:
```
52
C18H28N2O3S | the Open Molecules 2025 dataset | ωB97M-V/def2-TZVPD
C -5.162 -1.688 -2.150
C -4.339 -0.638 -1.413
N -4.651 -0.563 -0.004
C -4.271 -1.663 0.858
C -5.445 -2.596 1.140
S -4.532 0.974 0.610
O -5.421 1.819 -0.131
O -4.680 0.903 2.033
C -2.851 1.499 0.221
C -2.656 2.560 -0.644
C -1.366 2.933 -0.983
C -0.283 2.246 -0.458
C -0.483 1.183 0.418
C 0.642 0.360 0.967
O 0.536 -0.841 1.123
N 1.754 1.058 1.282
C 2.969 0.427 1.740
C 4.094 0.520 0.701
C 3.709 -0.206 -0.589
C 4.836 -0.122 -1.614
C 6.120 -0.715 -1.045
C 6.512 0.006 0.241
C 5.383 -0.077 1.265
C -1.782 0.809 0.750
H -4.874 -2.691 -1.846
H -4.995 -1.592 -3.220
H -6.218 -1.541 -1.943
H -3.265 -0.835 -1.562
H -4.570 0.350 -1.816
H -3.952 -1.227 1.807
H -3.431 -2.212 0.417
H -6.263 -2.023 1.567
H -5.140 -3.359 1.853
H -5.795 -3.083 0.235
H -3.521 3.070 -1.037
H -1.203 3.755 -1.664
H 0.717 2.525 -0.757
H 1.771 2.055 1.143
H 2.721 -0.619 1.930
H 3.288 0.894 2.678
H 4.270 1.579 0.472
H 2.797 0.227 -1.004
H 3.500 -1.252 -0.359
H 4.548 -0.657 -2.522
H 5.008 0.923 -1.883
H 6.926 -0.634 -1.777
H 5.966 -1.775 -0.832
H 7.419 -0.438 0.656
H 6.724 1.054 0.018
H 5.670 0.454 2.176
H 5.208 -1.122 1.528
H -1.936 -0.019 1.424
```

Entry 5:
A structure of composition C18H28N2O6Yb. Source: the Open Molecules 2025 dataset; level of theory: ωB97M-V/def2-TZVPD.

## Properties
2S+1 ... 2
HOMO level (spin up / spin down) ... -18.80 / -18.80 eV
Net charge ... +3
Energy relative to the best compared isomer or geometry (same formula, charge and spin) ... 0.0234 eV
Lowest unoccupied orbital energy (spin up / spin down) ... -9.1 / -10.6 eV

XYZ file:
```
55
C18H28N2O6Yb | the Open Molecules 2025 dataset | ωB97M-V/def2-TZVPD
Yb -0.123 -0.182 0.279
C -2.570 -2.198 1.635
C -2.196 -1.136 2.652
O -0.816 -0.752 2.466
C 0.152 -1.735 2.909
C 1.455 -0.985 3.057
O 1.692 -0.294 1.804
C 2.318 1.001 1.970
C 1.254 2.054 2.224
O 0.301 1.938 1.139
C -0.855 2.796 1.280
C -1.568 2.785 -0.055
O -1.669 1.401 -0.477
C -2.342 1.208 -1.753
C -1.483 0.297 -2.618
O -1.010 -0.839 -1.869
C -1.768 -2.065 -1.963
C -2.702 -2.193 -0.779
O -1.938 -1.820 0.391
H -3.654 -2.228 1.518
H -2.225 -3.191 1.925
H -2.362 -1.490 3.669
H -2.774 -0.225 2.498
H 0.243 -2.540 2.168
H -0.142 -2.164 3.866
H 2.282 -1.664 3.266
H 1.368 -0.262 3.868
H 2.839 1.214 1.037
H 3.047 0.978 2.778
H 1.705 3.047 2.222
H 0.738 1.899 3.175
H -0.547 3.813 1.523
H -1.493 2.412 2.080
H -1.002 3.347 -0.800
H -2.562 3.220 0.049
H -2.469 2.164 -2.260
H -3.329 0.789 -1.557
H -0.590 0.829 -2.949
H -2.039 -0.017 -3.501
H -1.036 -2.872 -1.952
H -2.321 -2.114 -2.899
H -3.045 -3.226 -0.698
H -3.570 -1.536 -0.858
N 5.446 0.368 -4.974
C 4.652 0.246 -4.153
C 3.657 0.114 -3.137
C 3.360 -1.128 -2.573
C 2.383 -1.201 -1.604
N 1.692 -0.131 -1.167
C 1.999 1.066 -1.712
C 2.957 1.236 -2.685
H 3.887 -2.018 -2.886
H 2.145 -2.158 -1.154
H 1.458 1.926 -1.330
H 3.170 2.216 -3.088
```

Entry 6:
The ion C18H28NO with charge +1. Source: the Open Molecules 2025 dataset; level of theory: ωB97M-V/def2-TZVPD.

## Properties
HOMO level ... -10.81 eV
Net charge ... +1
Energy relative to the best compared isomer or geometry (same formula, charge and spin) ... 0.1217 eV
Lowest unoccupied orbital energy ... -3.2 eV
Structure (SMILES) ... CCCC[NH2+]CC#CCOc1cc(C)ccc1C(C)C

XYZ file:
```
48
C18H28NO | the Open Molecules 2025 dataset | ωB97M-V/def2-TZVPD
C 3.709 -1.584 -0.824
C 2.421 -2.283 -1.242
C 2.149 -3.500 -0.357
C 0.878 -4.243 -0.746
N -0.342 -3.410 -0.530
C -0.664 -3.120 0.909
C -0.027 -1.899 1.353
C 0.499 -0.890 1.736
C 0.970 0.421 2.151
O 0.006 1.411 1.906
C -0.333 1.721 0.608
C 0.303 1.183 -0.502
C -0.090 1.532 -1.789
C 0.606 0.964 -2.990
C -1.143 2.420 -1.943
C -1.772 2.961 -0.836
C -1.383 2.636 0.453
C -2.061 3.194 1.680
C -3.164 2.228 2.126
C -2.632 4.595 1.470
H 4.559 -2.253 -0.930
H 3.887 -0.709 -1.442
H 3.651 -1.268 0.215
H 1.597 -1.566 -1.166
H 2.502 -2.596 -2.285
H 2.102 -3.189 0.687
H 2.982 -4.197 -0.452
H 0.772 -5.158 -0.161
H 0.918 -4.510 -1.804
H -0.192 -2.507 -1.005
H -1.141 -3.876 -0.970
H -1.747 -3.002 1.009
H -0.347 -3.969 1.520
H 1.932 0.650 1.668
H 1.115 0.419 3.236
H 1.134 0.503 -0.381
H 1.489 0.395 -2.709
H -0.067 0.317 -3.555
H 0.916 1.767 -3.656
H -1.465 2.698 -2.935
H -2.580 3.658 -0.985
H -1.311 3.243 2.475
H -3.653 2.606 3.021
H -3.911 2.121 1.343
H -2.746 1.249 2.348
H -2.939 5.010 2.426
H -1.885 5.253 1.034
H -3.504 4.573 0.821
```

Which value of net charge does entry 2 give? -1

Among the records above, which one has the lowest net charge? C18H28CuN8O9P2S